Record 1
{
  "formula": "C4H8Cl2Si",
  "method": "ωB97M-V/def2-TZVPD",
  "species": ["C", "C", "C", "C", "Si", "Cl", "Cl", "H", "H", "H", "H", "H", "H", "H", "H"],
  "positions_angstrom": [[2.056280, 1.560118, 0.452110], [1.476312, 1.007912, -0.600963], [0.419375, -0.096002, -0.481613], [-1.112312, 0.443814, -0.012054], [-2.406789, -1.100656, 0.300938], [-0.909421, 1.423780, 1.505359], [-1.573360, 1.602722, -1.255769], [2.854853, 2.321873, 0.464637], [1.545293, 1.337681, 1.473790], [1.851542, 1.162829, -1.533257], [0.743098, -0.868232, 0.191307], [-0.028060, -0.391778, -1.461911], [-1.606592, -2.239117, 0.790547], [-3.570135, -1.026017, -0.749613], [-3.370177, -0.727133, 1.391093]],
  "atomic_forces_ev_per_a": [[-1.200, 0.147, 2.480], [-0.857, -1.443, 2.154], [-3.115, 2.002, -0.452], [2.047, -0.889, 0.770], [-1.201, 2.443, 0.012], [-0.722, -0.526, 0.095], [-0.575, -0.017, -0.396], [-0.501, -0.618, -0.357], [1.523, 0.393, -1.789], [0.841, 0.645, -2.677], [-0.084, -0.583, 0.007], [1.607, -0.616, 0.399], [-0.102, -0.209, -0.566], [1.618, -0.719, 0.185], [0.721, -0.011, 0.134]],
  "charge": 0,
  "smiles": "C=CCC([SiH3])(Cl)Cl",
  "e_lumo_ev": 0.701,
  "de_lowest_kcal_mol": 124.34,
  "energy_ha": -1366.98407,
  "fmax_ev_per_a": 3.73
}

Record 2
{
  "formula": "C4H8Cl8",
  "method": "ωB97M-V/def2-TZVPD",
  "species": ["Cl", "C", "Cl", "H", "H", "Cl", "C", "Cl", "H", "H", "Cl", "C", "Cl", "H", "H", "Cl", "C", "Cl", "H", "H"],
  "positions_angstrom": [[-23.210815, -19.227331, -21.791234], [-21.514366, -18.804290, -21.515250], [-21.184692, -18.460790, -19.808841], [-20.902322, -19.646426, -21.811926], [-21.273427, -17.923528, -22.095746], [-25.004857, -26.467532, -19.690650], [-26.628294, -25.777497, -19.752977], [-27.847573, -26.811134, -18.991153], [-26.619150, -24.821222, -19.242534], [-26.901673, -25.635689, -20.791543], [-27.096763, -21.947803, -20.153670], [-25.364478, -21.657319, -20.277224], [-24.432048, -23.162673, -20.136015], [-25.138063, -21.193486, -21.228095], [-25.058492, -21.012860, -19.462116], [-26.000366, -15.548884, -20.555694], [-25.594900, -16.740539, -19.294009], [-26.316981, -18.324904, -19.624165], [-24.522738, -16.869296, -19.231897], [-26.014382, -16.353598, -18.375261]],
  "atomic_forces_ev_per_a": [[0.048, 0.121, -0.018], [0.052, -0.099, 0.093], [-0.035, 0.018, -0.067], [-0.009, -0.029, 0.005], [-0.068, 0.051, -0.003], [-0.014, -0.150, 0.044], [-0.121, 0.187, -0.050], [0.069, 0.004, -0.016], [0.042, -0.079, 0.063], [0.014, -0.080, -0.021], [-0.149, 0.026, -0.030], [0.373, -0.046, 0.195], [-0.048, 0.180, -0.106], [-0.093, -0.094, -0.067], [-0.073, 0.032, 0.000], [0.209, -0.233, 0.121], [-0.288, 0.152, -0.192], [-0.020, 0.071, 0.036], [0.067, 0.092, -0.102], [0.043, -0.124, 0.113]],
  "charge": 0,
  "smiles": "ClCCl.ClCCl.ClCCl.ClCCl",
  "e_lumo_ev": 0.469,
  "de_lowest_kcal_mol": 1.47,
  "energy_ha": -3838.73179,
  "fmax_ev_per_a": 0.42
}

Record 3
{
  "formula": "C4H8ClF",
  "method": "ωB97M-V/def2-TZVPD",
  "species": ["C", "C", "C", "C", "F", "Cl", "H", "H", "H", "H", "H", "H", "H", "H"],
  "positions_angstrom": [[-1.117063, -0.244819, -0.898777], [-0.177248, 0.383902, 0.126589], [-0.104494, -0.444320, 1.404980], [1.220397, 0.579251, -0.454368], [1.182554, 1.430949, -1.515573], [1.939593, -0.953693, -1.017673], [-0.795681, -1.255059, -1.138995], [-2.126745, -0.286988, -0.499180], [-1.129415, 0.344199, -1.812755], [-0.539526, 1.391014, 0.366968], [0.279778, -1.437967, 1.189404], [0.545978, 0.028026, 2.137544], [-1.096316, -0.543436, 1.837181], [1.918187, 1.008941, 0.274653]],
  "atomic_forces_ev_per_a": [[0.110, 0.209, 0.080], [0.113, -0.241, -0.176], [0.000, 0.196, -0.148], [-0.036, 0.117, 0.533], [-0.098, 0.239, -0.333], [0.117, -0.031, 0.029], [-0.024, -0.088, -0.028], [-0.108, -0.010, 0.028], [-0.059, -0.015, -0.101], [0.128, -0.034, -0.024], [0.011, -0.110, 0.018], [0.066, 0.001, 0.144], [-0.085, -0.016, 0.079], [-0.136, -0.216, -0.103]],
  "charge": 0,
  "smiles": "CC(C)[C@H](F)Cl",
  "e_lumo_ev": 0.963,
  "de_lowest_kcal_mol": 0.00,
  "energy_ha": -717.27431,
  "fmax_ev_per_a": 0.55
}

Record 4
{
  "formula": "C4H8ClF2N",
  "method": "ωB97M-V/def2-TZVPD",
  "species": ["N", "C", "C", "C", "C", "F", "F", "Cl", "H", "H", "H", "H", "H", "H", "H", "H"],
  "positions_angstrom": [[-0.216694, 1.929678, 0.941586], [-1.076519, 1.093682, 0.118906], [-0.311095, 0.206619, -0.921806], [-0.001483, -1.271490, -0.582994], [0.934725, -1.403686, 0.620089], [1.180702, -2.696869, 0.795245], [0.439668, -0.845147, 1.812110], [2.528687, -0.675316, 0.374735], [0.641286, 1.357527, 1.090267], [0.038647, 2.749254, 0.398263], [-1.811399, 1.692135, -0.442108], [-1.699586, 0.496462, 0.756394], [0.576070, 0.695999, -1.309301], [-0.965919, 0.154233, -1.854675], [0.555498, -1.610089, -1.436930], [-0.812588, -1.872990, -0.359781]],
  "atomic_forces_ev_per_a": [[0.791, -0.565, -0.114], [0.138, -0.171, -1.145], [-2.233, -0.355, -1.171], [2.201, 3.025, 0.777], [-0.091, 0.713, 0.164], [-0.302, -0.809, 0.837], [0.273, -1.083, -1.574], [0.193, 0.486, -0.126], [-0.722, 1.080, 0.164], [0.249, -0.122, 0.173], [0.446, 0.176, 0.213], [-0.160, -0.671, 0.414], [0.321, 0.164, 0.357], [0.621, -0.038, 1.061], [0.169, -0.754, -0.228], [-1.893, -1.075, 0.198]],
  "charge": 0,
  "smiles": "NCCCC(F)(F)Cl",
  "e_lumo_ev": 0.803,
  "de_lowest_kcal_mol": 6.67,
  "energy_ha": -871.88418,
  "fmax_ev_per_a": 3.82
}

Record 5
{
  "formula": "C4H8ClN",
  "method": "ωB97M-V/def2-TZVPD",
  "species": ["C", "C", "C", "C", "N", "Cl", "H", "H", "H", "H", "H", "H", "H", "H"],
  "positions_angstrom": [[-0.303429, 1.257320, -0.458170], [-0.898382, 0.164522, 0.442346], [0.936305, 0.739271, 0.261787], [-1.149607, -1.204223, -0.044675], [1.714821, -0.317491, -0.243061], [1.491342, 1.660159, 1.661490], [-0.357978, 0.857095, -1.416577], [-0.740923, 2.204542, -0.347796], [-1.526376, 0.466700, 1.204130], [-1.959316, -1.804668, 0.499871], [-0.364025, -1.826776, 0.410597], [-1.273636, -1.263995, -1.113707], [2.093937, -0.091767, -1.098660], [2.337265, -0.840689, 0.242425]],
  "atomic_forces_ev_per_a": [[0.236, -3.176, 1.315], [2.984, 1.491, -1.510], [-3.469, -1.373, 1.678], [-0.270, -1.705, 1.832], [-3.236, 2.431, -0.872], [0.152, -0.060, -0.278], [0.160, -0.008, -2.149], [0.247, 1.396, 0.281], [-0.490, 0.983, 1.928], [0.148, 1.603, -0.909], [0.632, -0.126, -1.221], [0.227, -0.502, -0.327], [0.962, 0.495, -2.352], [1.718, -1.449, 2.585]],
  "charge": 0,
  "e_lumo_ev": 0.996,
  "de_lowest_kcal_mol": 53.62,
  "energy_ha": -672.05127,
  "fmax_ev_per_a": 4.14
}

Record 6
{
  "formula": "C4H8ClN3",
  "method": "ωB97M-V/def2-TZVPD",
  "species": ["C", "N", "N", "C", "N", "C", "C", "Cl", "H", "H", "H", "H", "H", "H", "H", "H"],
  "positions_angstrom": [[-3.366064, -0.848090, -0.689331], [-2.602051, -1.847952, 0.110371], [-1.329751, -2.151611, -0.736650], [-0.186503, -1.476050, -0.493002], [-0.102331, -0.272862, 0.070021], [1.246641, 0.246543, 0.131692], [1.363292, 1.461322, 0.751005], [2.638351, 2.384386, 0.474729], [-3.534676, -1.381931, -1.679989], [-2.922184, 0.173711, -0.664468], [-4.269567, -0.702748, -0.127610], [-2.243212, -1.310076, 0.895776], [-1.162745, -3.205533, -0.719204], [0.779697, -1.952578, -0.932041], [1.910933, -0.284912, -0.477454], [0.484543, 1.734127, 1.326214]],
  "atomic_forces_ev_per_a": [[0.386, -0.881, -0.165], [2.250, 0.509, -1.923], [-1.827, -2.180, 1.687], [2.354, 2.846, 0.556], [0.622, -3.021, -0.529], [-3.540, 1.886, 1.134], [-2.848, -4.824, -0.979], [3.266, 2.677, -0.010], [0.013, 1.469, 1.095], [0.219, -0.863, -0.837], [-0.906, -0.265, -0.057], [0.335, -0.228, 0.219], [-0.536, 2.064, -0.143], [-1.699, 0.422, 0.670], [1.591, -0.235, -0.662], [0.322, 0.625, -0.055]],
  "charge": 0,
  "smiles": "CNN/C=N/C=C/Cl",
  "e_lumo_ev": 0.937,
  "de_lowest_kcal_mol": 70.31,
  "energy_ha": -781.56260,
  "fmax_ev_per_a": 5.69
}

Record 7
{
  "formula": "C4H8ClNO2S",
  "method": "ωB97M-V/def2-TZVPD",
  "species": ["C", "O", "C", "C", "O", "C", "N", "S", "Cl", "H", "H", "H", "H", "H", "H", "H", "H"],
  "positions_angstrom": [[1.026515, 0.838348, 1.849099], [1.526824, -0.217113, 1.049133], [1.088206, -0.299244, -0.182742], [1.890026, -1.143025, -1.116861], [-0.591591, -0.835897, -0.189718], [-1.727607, -0.194630, -0.408793], [-2.880383, -0.716640, -0.527292], [-4.397624, -0.144956, -0.619385], [-4.332990, 1.872968, -0.912776], [1.208359, 0.431107, 2.983878], [-0.022011, 1.086103, 1.541943], [1.447057, 1.808520, 1.661585], [0.875939, 0.637580, -0.629442], [2.353813, -1.962618, -0.617512], [2.762756, -0.625559, -1.492900], [1.304627, -1.476974, -1.958719], [-1.531920, 0.942030, -0.429500]],
  "atomic_forces_ev_per_a": [[-1.276, -0.763, 2.334], [0.373, -0.664, 0.193], [-1.840, 0.710, -1.142], [-0.146, -0.482, 0.278], [1.268, -1.689, 0.226], [0.959, 2.747, 0.100], [0.996, -0.308, 0.237], [0.341, -0.521, -0.016], [0.135, 0.556, -0.024], [-0.870, 1.501, -2.899], [0.348, -1.003, 0.943], [1.370, 0.200, 0.008], [-0.324, 1.197, -0.354], [-0.165, -0.981, 0.523], [-0.078, 0.829, -0.086], [-0.232, -0.102, -0.113], [-0.859, -1.227, -0.207]],
  "charge": 0,
  "smiles": "CO[C@@H](C)O/C=N/SCl",
  "e_lumo_ev": 0.510,
  "de_lowest_kcal_mol": 22.94,
  "energy_ha": -1220.72783,
  "fmax_ev_per_a": 3.38
}

Record 8
{
  "formula": "C4H8ClNO4",
  "method": "ωB97M-V/def2-TZVPD",
  "species": ["C", "C", "O", "C", "Cl", "C", "O", "N", "O", "O", "H", "H", "H", "H", "H", "H", "H", "H"],
  "positions_angstrom": [[1.881163, -0.668307, -0.461182], [0.653968, -0.819323, 0.452881], [0.325703, -2.140426, 0.861474], [-0.579236, -0.011792, -0.099626], [-1.072118, -0.742789, -1.721558], [-0.388306, 1.495955, -0.316352], [-1.419895, 2.276084, -0.796435], [-1.703454, -0.248841, 0.812070], [-1.531813, 0.193384, 1.906568], [-2.685940, -0.705477, 0.358686], [1.535517, -0.699445, -1.539264], [2.521842, -1.566373, -0.204736], [2.400469, 0.323506, -0.324048], [1.028643, -0.365520, 1.452892], [0.125931, -2.725664, 0.128233], [0.482945, 1.568871, -0.983351], [-0.147003, 1.849992, 0.692431], [-1.428418, 2.986161, -0.218676]],
  "atomic_forces_ev_per_a": [[-0.224, -0.636, -0.950], [1.200, 1.498, 1.728], [-0.036, 0.770, -0.239], [0.516, -1.070, -1.928], [0.611, 0.309, 0.619], [2.029, -0.588, 0.968], [-0.762, -2.295, -1.805], [0.465, 1.016, -0.760], [0.164, 0.411, 2.068], [-2.478, -1.301, 0.005], [0.709, -0.257, 1.085], [-0.321, 1.327, -0.525], [-0.414, -1.227, 0.129], [-1.245, -0.386, -1.492], [-0.059, 0.088, -0.499], [-0.072, 0.053, 0.243], [0.506, -0.016, -0.107], [-0.589, 2.305, 1.460]],
  "charge": 0,
  "smiles": "C[C@H](O)[C@](Cl)(CO)[N+](=O)[O-]",
  "e_lumo_ev": 0.471,
  "de_lowest_kcal_mol": 4.83,
  "energy_ha": -972.98822,
  "fmax_ev_per_a": 3.02
}